a) 73
Properties=species:S:1:pos:R:3 method="wB97M-V/def2-TZVPD" gap_ev=7.7 homo_energy_ev=-8.451 spin_multiplicity=1 smiles="NC(N)=O.NC(N)=O.NC(N)=O.NC(N)=O.NC(N)=O.CCO.CCO.CCO.CO"
C 15.77920 28.75116 -5.69542
C 15.96391 27.66167 -6.75921
O 14.76244 27.02937 -6.91007
H 14.89823 29.31437 -5.85444
H 16.61418 29.39434 -5.54079
H 15.67839 28.09399 -4.78239
H 16.73376 26.87763 -6.44863
H 16.21928 28.07385 -7.69816
H 14.89571 26.50557 -7.74429
C 13.53882 28.75914 -9.76758
C 12.19415 28.29809 -9.25253
O 11.63398 27.39621 -10.13771
H 14.28018 27.93996 -9.91171
H 13.87652 29.57230 -9.01497
H 13.55850 29.30687 -10.77923
H 11.58213 29.22487 -9.07412
H 12.10664 27.95044 -8.21147
H 11.21104 27.90594 -10.82754
C 15.12622 28.42225 -0.59877
C 14.93913 28.03096 -1.99496
O 13.67944 27.49424 -2.24829
H 14.72593 27.79812 0.15054
H 14.75591 29.41892 -0.44962
H 16.17816 28.50240 -0.41692
H 15.61406 27.14064 -2.23183
H 15.27538 28.74534 -2.77547
H 13.87938 26.54356 -2.43549
C 10.87628 25.59437 -7.15899
O 12.11081 25.66702 -7.56202
N 10.49891 26.41665 -6.25406
N 10.06988 24.60519 -7.24138
H 11.04154 27.21099 -5.92086
H 9.51594 26.62736 -6.18136
H 10.47907 23.81769 -7.80542
H 9.73479 24.25576 -6.27843
C 11.15633 25.72930 -3.00808
O 10.27710 26.76465 -3.03404
N 11.83378 25.28227 -1.99456
N 11.46610 25.19241 -4.14665
H 11.75169 25.99758 -1.15574
H 11.36655 24.38466 -1.55901
H 10.96622 25.64985 -4.93658
H 11.79417 24.21552 -4.19867
C 8.86294 30.71192 -6.98302
O 8.80125 31.52877 -5.81657
N 9.65469 29.69199 -7.00837
N 8.09024 30.96565 -7.99006
H 10.19919 29.33014 -6.13898
H 9.55605 29.16089 -7.83387
H 7.70506 31.90843 -8.04844
H 8.00194 30.41383 -8.84832
C 10.95137 30.25413 -2.21872
O 11.65831 31.45458 -2.22027
N 11.43327 28.97334 -2.33723
N 9.63973 30.15864 -2.28358
H 12.46541 28.78576 -2.45056
H 10.83594 28.10221 -2.51265
H 9.18641 31.02803 -2.47360
H 9.00694 29.43830 -2.64009
C 14.86610 25.18441 -4.10658
O 16.16722 25.39435 -4.39604
N 14.41854 24.93655 -2.89650
N 13.88438 25.42966 -4.90282
H 15.20286 24.78973 -2.18877
H 13.39214 25.06560 -2.52555
H 14.05856 25.90849 -5.82493
H 12.88294 25.48921 -4.52538
C 12.49420 28.89765 -5.27390
O 11.07299 28.77161 -4.97520
H 12.65113 28.85708 -6.28800
H 12.95807 28.02512 -4.85862
H 13.07358 29.56029 -4.73401
H 11.05584 29.03846 -4.03393

b) 73
Properties=species:S:1:pos:R:3 method="wB97M-V/def2-TZVPD" gap_ev=9.8 homo_energy_ev=-9.397 spin_multiplicity=1 smiles="NC(N)=O.NC(N)=O.NC(N)=O.NC(N)=O.NC(N)=O.CCO.CCO.CCO.CO"
C -1.81942 0.41789 3.53494
O -2.95156 0.70662 3.19971
N -0.85165 1.25446 3.94010
N -1.53676 -0.92497 3.59969
H 0.00181 1.01822 4.37234
H -1.03508 2.21957 3.97050
H -2.33588 -1.50636 3.65026
H -0.79485 -1.31146 4.17262
C 3.36383 -2.91332 4.55981
O 3.81916 -3.76396 5.34286
N 2.03328 -2.85330 4.10920
N 4.20522 -1.98151 3.97151
H 1.27956 -3.36042 4.55623
H 1.84875 -1.99264 3.63594
H 5.18392 -2.08668 4.14000
H 3.96897 -1.62383 3.04675
C 1.28961 3.58189 -2.45802
O 2.00201 4.19590 -1.64853
N 1.71530 2.72258 -3.43727
N -0.08457 3.58307 -2.44520
H 2.71775 2.64085 -3.68786
H 0.97852 2.25994 -3.92887
H -0.61477 3.10612 -3.15301
H -0.45929 4.45943 -2.10886
C -2.04895 0.98976 -2.66966
O -1.56064 1.64629 -3.63031
N -1.88676 1.26360 -1.33269
N -2.73585 -0.21164 -2.80013
H -1.26006 1.91729 -0.97794
H -2.51345 0.83630 -0.61610
H -3.23919 -0.51350 -3.60726
H -2.81155 -0.77542 -1.95716
C 2.58169 2.86043 1.89448
O 2.18525 2.18651 2.87823
N 3.87026 2.73884 1.41671
N 1.71754 3.64266 1.19970
H 4.23255 3.31372 0.72074
H 4.51565 2.27552 1.94616
H 0.84063 3.84109 1.67732
H 1.88317 4.12765 0.28544
C 0.81401 -0.74654 -6.78671
C -0.11630 -0.84535 -5.64711
O 0.47814 -0.93806 -4.37896
H 1.24437 -1.74598 -6.86796
H 1.56362 -0.00906 -6.64140
H 0.44133 -0.46362 -7.78987
H -0.81786 -1.68573 -5.82543
H -0.75450 0.10366 -5.62503
H -0.06426 -0.40910 -3.80485
C 1.51176 -1.26659 0.07356
C 0.94477 -0.32701 1.10990
O 1.69527 -0.41830 2.37625
H 2.58747 -1.11533 -0.02247
H 1.01114 -1.03431 -0.83014
H 1.47439 -2.27149 0.36264
H -0.07967 -0.61043 1.35548
H 1.02011 0.71275 0.78725
H 2.06246 0.49823 2.57004
C -1.34353 -3.81825 1.57100
C -1.46050 -3.76781 0.04140
O -2.23965 -2.65247 -0.31419
H -1.06620 -2.86109 1.96954
H -0.73308 -4.57797 1.97721
H -2.36600 -3.97923 1.94114
H -1.90773 -4.69256 -0.42905
H -0.40914 -3.61961 -0.37727
H -3.08536 -2.78659 0.17868
C -4.52989 1.46449 0.49842
O -3.88419 0.20151 0.41671
H -3.81603 2.33452 0.48470
H -5.19090 1.66837 -0.39072
H -5.14914 1.66775 1.36489
H -3.52907 0.00398 1.29001

Result of the stability comparison: a) is the least stable of them.

a) 17
Properties=species:S:1:pos:R:3 method="wB97M-V/def2-TZVPD" gap_ev="8.1 / 8.4" homo_energy_ev="-19.012 / -19.238" spin_multiplicity=1 charge=+2
C 0.61256 0.11173 -0.89423
C 1.29506 -0.99686 -0.30328
C -0.15949 1.04096 1.25815
N 0.23423 1.17116 -0.16044
N -1.26920 0.13093 1.17283
N 0.40243 0.00197 -2.21618
N -1.10978 -1.19261 1.14622
H 1.63081 -1.90127 -0.88022
H 1.58827 -0.61471 0.63243
H 0.68916 0.62321 1.82634
H -0.63499 2.03103 1.55902
H -0.28107 1.97789 -0.70488
H -2.00483 0.49373 0.58386
H 1.06789 -0.54192 -2.78756
H 0.10831 0.86930 -2.69600
H -1.52955 -1.75137 0.43700
H -0.63980 -1.45319 2.02693

b) 17
Properties=species:S:1:pos:R:3 method="wB97M-V/def2-TZVPD" gap_ev=7.5 homo_energy_ev=-19.674 spin_multiplicity=1 charge=+2
C -0.97574 1.47001 0.09749
C -0.32039 -0.60180 0.25235
C -2.71784 -0.19531 -0.42861
N 0.37251 1.51737 0.34174
N -1.44922 0.22165 -0.03984
N 0.74067 0.28372 0.35693
N 3.30145 -0.39479 0.14903
H -1.60511 2.37637 -0.09224
H -0.51150 -1.19185 1.08976
H -0.13491 -1.28422 -0.57572
H -3.47460 -0.43452 0.37296
H -3.25097 0.74317 -0.82432
H -2.84793 -1.12708 -1.05060
H 1.81916 0.13573 0.39539
H 3.57516 -1.22446 0.73290
H 4.05488 0.26024 0.21984
H 3.42437 -0.55424 -0.99706

c) 17
Properties=species:S:1:pos:R:3 method="wB97M-V/def2-TZVPD" gap_ev="8.3 / 9.3" homo_energy_ev="-19.085 / -19.438" spin_multiplicity=1 charge=+2
C -1.28542 -0.11639 0.13840
C -0.78647 1.16856 0.78316
C 0.87434 -1.12859 0.49337
N -0.49865 -1.21160 0.21016
N 1.68490 -0.34268 -0.57072
N -2.29464 -0.17503 -0.64336
N 1.79002 1.01154 -0.39521
H -1.23898 2.09325 0.41408
H -0.90684 1.05786 1.90415
H 1.01620 -0.52733 1.40480
H 1.26861 -2.09658 0.49901
H -0.89577 -2.02137 -0.33014
H 1.65527 -0.73661 -1.50017
H -3.07206 0.49105 -0.66543
H -2.57621 -1.11204 -0.94137
H 2.09023 1.53454 -1.27042
H 2.27610 1.25082 0.47820

Result of the stability comparison: a) is the least stable of them.

a) 26
Properties=species:S:1:pos:R:3 method="wB97M-V/def2-TZVPD" gap_ev="7.9 / 6.0" homo_energy_ev="-12.488 / -12.289" spin_multiplicity=1 charge=+1
C -0.01310 -2.28400 -0.01436
C -0.63126 -1.86158 -1.18395
C 0.32312 -0.22954 1.21036
C -1.63191 -2.41044 -3.17050
C -1.90308 -1.03931 -3.40884
C 1.94477 1.42161 0.52432
C 0.85972 1.49273 2.81850
C -0.50667 2.01596 0.78053
C 0.65337 1.14634 1.31875
N -1.02295 -2.78930 -2.09504
N -1.47152 -0.19489 -2.50556
N -0.86414 -0.55427 -1.46529
N 0.43623 -1.47284 0.99023
H 0.13716 -3.33818 0.12604
H -1.92426 -3.17700 -3.87601
H -2.42668 -0.66076 -4.26853
H 2.19983 2.47295 0.61905
H 2.77411 0.83078 0.90607
H 1.80121 1.19146 -0.52775
H 1.65663 0.89438 3.25206
H 1.13187 2.54178 2.88525
H -0.05383 1.33395 3.38368
H -0.23484 3.06184 0.89248
H -0.67717 1.80048 -0.27029
H -1.42312 1.83394 1.33438
H 0.86651 -2.02608 1.74442

b) 26
Properties=species:S:1:pos:R:3 method="wB97M-V/def2-TZVPD" gap_ev=8.5 homo_energy_ev=-13.062 spin_multiplicity=1 charge=+1 smiles=CC(C)(C)c1[nH+]cc2nccnn12
C -2.92385 -0.29627 -0.82981
C -2.33472 0.63063 -1.64951
C -0.85786 -0.07951 -0.07277
C -2.02407 2.36778 -3.06293
C -0.62702 2.46730 -2.61949
C 1.16529 -1.35614 -0.32703
C 0.17408 -1.03559 1.96755
C 1.45919 0.92822 0.72139
C 0.48595 -0.33363 0.60388
N -2.80528 1.43344 -2.58971
N -0.21801 1.73365 -1.64215
N -1.05120 0.81608 -1.09274
N -1.99007 -0.82649 -0.01308
H -3.86831 -0.81128 -1.03188
H -2.55888 3.17243 -3.69652
H 0.05357 3.12389 -3.01172
H 1.99992 -1.85740 0.20070
H 0.45359 -2.16115 -0.82837
H 1.61432 -0.81761 -1.29950
H 1.12086 -0.99242 2.60446
H -0.62619 -0.46737 2.65956
H -0.02620 -2.10490 2.15495
H 2.34045 0.56667 1.21261
H 1.74786 1.45519 -0.24786
H 0.92082 1.60785 1.43172
H -2.17741 -1.33879 0.78206

Result of the stability comparison: a) is the least stable of them.

a) 18
Properties=species:S:1:pos:R:3 method="wB97M-V/def2-TZVPD" gap_ev="3.4 / 6.2" s_squared=0.776 homo_energy_ev="0.737 / -2.198" spin_multiplicity=2 charge=-1
N 2.87922 -1.87666 0.46403
C 1.98259 -0.79051 0.20337
C 0.60682 -0.95262 0.38626
C -0.31873 0.12350 0.66701
C -1.61710 0.04385 0.21867
C -2.69128 1.12900 0.25945
H 3.84909 -1.58335 0.41961
H 2.71009 -2.17675 1.41955
H 2.31099 0.00384 -0.46946
H 0.37678 -1.96580 0.77567
H 0.07886 0.99179 1.19581
H -1.94006 -0.93969 -0.14017
H -3.41956 0.84334 1.02566
H -2.22492 2.03160 0.69358
H -3.06024 1.42646 -0.72198
H 0.39073 1.26793 -2.83806
H -0.31398 0.89424 -1.66222
O 0.40070 1.52984 -1.89678

b) 18
Properties=species:S:1:pos:R:3 method="wB97M-V/def2-TZVPD" gap_ev="3.6 / 7.3" s_squared=0.753 homo_energy_ev="0.459 / -3.222" spin_multiplicity=2 charge=-1
C 1.35090 1.71504 1.19199
C 1.16312 1.20254 -0.27983
N -0.25445 0.59807 -0.38740
C -2.10774 -1.14712 -0.18538
C -0.73461 -0.83266 -0.69192
C 0.38040 -1.67703 -0.13900
O 0.92467 -2.64854 -0.72798
H 0.53262 2.44608 1.40977
H 1.21105 0.89019 1.90568
H 2.43957 2.05759 1.31051
H 1.28953 1.93122 -1.18224
H 1.66512 0.27824 -0.55149
H -0.96814 1.26035 -0.66697
H -3.11677 -0.65139 -0.52332
H -1.90053 -0.94751 0.91278
H -2.23110 -2.26314 -0.29062
H -0.57395 -0.97646 -1.80474
H 0.93032 -1.23547 0.70015

c) 18
Properties=species:S:1:pos:R:3 method="wB97M-V/def2-TZVPD" gap_ev="3.7 / 6.3" s_squared=0.766 homo_energy_ev="-0.069 / -2.827" spin_multiplicity=2 charge=-1
N 1.34188 -1.65467 -1.98387
C 0.05502 -0.93079 -1.77518
C 0.10765 3.03451 0.52035
C -0.40591 1.79786 0.87308
C -0.24993 0.56687 0.18224
C 0.11027 0.43280 -1.16164
H 1.81901 -1.20024 -2.75223
H 1.94502 -1.55598 -1.21482
H -0.59565 -1.61067 -1.22158
H -0.37166 -0.84964 -2.78450
H 0.11618 3.85138 1.22862
H 0.57203 3.14166 -0.44917
H -1.06127 1.77692 1.73374
H -0.28098 -0.35329 0.75467
H 0.07585 1.31969 -1.78179
H -1.42352 -2.74356 2.58757
H -0.41389 -2.40930 3.71435
O -1.34010 -2.61357 3.53015

d) 18
Properties=species:S:1:pos:R:3 method="wB97M-V/def2-TZVPD" gap_ev="3.6 / 6.2" s_squared=0.774 homo_energy_ev="0.656 / -2.056" spin_multiplicity=2 charge=-1
N -0.52045 -0.58429 1.67533
C 0.46273 0.12355 0.96538
C 0.84907 -0.19239 -0.31720
C 0.20263 -1.08629 -1.20237
C -1.15698 -1.41083 -1.18796
C 1.11979 1.22637 1.75845
H -0.44706 -0.60446 2.67631
H -0.96406 -1.38267 1.25644
H 1.83910 0.15212 -0.64289
H 0.93355 -1.61875 -1.81735
H -1.70573 -1.95945 -1.94261
H -1.81417 -0.93399 -0.47404
H 0.77685 2.19283 1.35841
H 2.16881 1.29874 1.40601
H 1.01592 1.04210 2.82022
H -0.22250 1.48732 -1.87485
H -1.35353 0.79566 -2.56983
O -1.18394 1.45442 -1.88747

Result of the stability comparison: b) is the least stable of them.

a) 37
Properties=species:S:1:pos:R:3 method="wB97M-V/def2-TZVPD" gap_ev=9.6 homo_energy_ev=-9.060 spin_multiplicity=1 smiles="C[C@@H](O)[C@H](N)C(=O)N[C@@H](Cc1ccccc1)C(=O)O"
C 3.17386 0.06963 -0.79314
C 1.70114 -0.26465 -0.74683
C 3.82877 -0.23950 0.60553
C 3.67604 -1.68068 1.03303
C -0.52840 0.70784 -0.52215
C -1.08931 2.05949 -0.24797
C -1.21684 -0.32155 0.44941
C -2.73385 -0.46530 0.27827
C -3.26222 -1.44289 -0.60894
C -3.56548 0.41284 0.99257
C -4.68476 -1.52365 -0.70803
C -4.93114 0.39929 0.73163
C -5.49002 -0.53098 -0.13700
H 3.07229 1.75391 -1.93202
H 4.25254 1.72233 -0.74060
H 3.65317 -0.57577 -1.53650
H 3.44262 0.47963 1.36018
H 5.64069 -0.59198 0.01023
H 3.90627 -2.31901 0.15026
H 4.42435 -1.91877 1.86001
H 2.67636 -1.94116 1.34369
H 1.35729 1.63843 -0.27565
H -0.79219 0.45415 -1.54578
H -0.94929 -0.05480 1.50742
H -0.78086 -1.31065 0.31364
H -2.60620 -2.11042 -1.16268
H -3.04849 1.04596 1.67645
H -5.14471 -2.34225 -1.23701
H -5.61518 1.16291 1.13210
H -6.53277 -0.53836 -0.54561
H 0.03609 2.07163 1.30835
N 3.28615 1.51024 -0.98964
N 0.88076 0.75657 -0.38644
O 1.30131 -1.38459 -1.09359
O 5.21472 0.11491 0.53336
O -1.88568 2.58300 -0.98860
O -0.66703 2.61417 0.91205

b) 37
Properties=species:S:1:pos:R:3 method="wB97M-V/def2-TZVPD" gap_ev=9.1 homo_energy_ev=-8.744 spin_multiplicity=1
C 0.66454 0.30852 0.77200
C -0.84223 0.36795 0.69366
C 1.21142 0.50882 -0.57713
C 2.66704 0.39984 -0.27916
C 3.52807 1.48050 -0.71214
C 3.12941 -0.81388 0.20803
C 4.98553 1.29652 -0.38163
C 4.62667 -1.14084 0.18098
C 5.48581 -0.07816 -0.05102
C -2.62523 0.26352 -0.86463
C -3.31226 1.46899 0.18327
C -3.47130 -1.07482 -0.81357
C -3.74735 -1.59655 0.51481
H -0.28489 -1.63923 0.91523
H 1.08539 -1.22156 2.43448
H 1.34617 0.98543 1.34404
H 0.65392 -0.16479 -1.34531
H 1.03940 1.37927 -1.03555
H 3.15076 2.48462 -0.90542
H 2.38647 -1.65558 0.24502
H 5.80703 2.09666 -0.42365
H 5.18694 -2.15641 0.16021
H 6.72337 -0.48384 -0.36156
H -0.64703 0.09323 -1.31016
H -2.65356 0.75756 -1.87984
H -2.77491 -1.85180 -1.28719
H -5.26753 -0.35741 -0.82587
H -4.79407 -2.06020 0.36338
H -3.85713 -0.81228 1.39353
H -2.92495 -2.78162 0.94275
H -2.89562 3.43709 0.86059
N 0.90181 -1.11230 1.12605
N -1.25520 0.15907 -0.57159
O -1.59687 0.44972 1.72346
O -4.31662 1.26869 0.75495
O -4.74034 -0.82631 -1.47394
O -2.57268 2.62160 0.28291

Result of the stability comparison: b) is the least stable of them.

a) 19
Properties=species:S:1:pos:R:3 method="wB97M-V/def2-TZVPD" gap_ev=5.8 homo_energy_ev=-2.425 spin_multiplicity=1 charge=-1
C -0.78305 -2.05998 -0.61014
N -0.56472 -0.93678 0.25424
C -0.37835 0.23706 -0.55555
C -0.01581 1.38557 0.34841
S 0.12058 2.88041 -0.79164
C -0.91848 -3.35274 0.21773
H 0.19080 -2.17949 -1.32151
H -1.48959 -2.02939 -1.32160
H -1.28591 -0.85764 0.98940
H 0.37307 0.08169 -1.38545
H -1.29437 0.60972 -1.18757
H -0.74841 1.65968 1.02618
H 0.92511 1.27183 0.84102
H -1.74439 -3.17937 0.83673
H -0.06674 -3.41533 0.89521
H -1.09446 -4.24196 -0.32888
H 1.21676 -0.33692 1.83357
H 1.98740 -0.28877 0.69766
O 2.20358 -0.48531 1.61363

b) 19
Properties=species:S:1:pos:R:3 method="wB97M-V/def2-TZVPD" gap_ev=6.2 homo_energy_ev=-2.479 spin_multiplicity=1 charge=-1
C 1.75704 0.52612 -0.10205
C 1.47093 0.75848 1.39822
S 0.29291 2.08090 1.70149
C 0.70840 -0.32503 -0.75483
N -0.39269 0.47454 -1.42945
C -1.75353 0.30846 -0.92263
H 1.86966 1.49962 -0.59176
H 2.80955 0.15259 -0.14470
H 2.39757 0.95324 1.97284
H 1.23615 -0.19771 1.90004
H 1.12838 -0.81242 -1.64091
H 0.19737 -0.97009 -0.02652
H -0.21048 1.45602 -1.24334
H -2.24185 -0.49112 -1.54120
H -2.23892 1.28549 -0.86142
H -2.00726 -0.08252 0.06899
H -2.06142 -1.60337 0.51169
H -1.04030 -2.58677 0.68443
O -1.92152 -2.42643 1.02113

Result of the stability comparison: a) is the least stable of them.